A:
12
Properties=species:S:1:pos:R:3 method="wB97M-V/def2-TZVPD" smiles="CC(C)=[NH+][S-]" lumo_energy_ha="0.012 / 0.012" homo_lumo_gap_ev="7.82 / 7.82" total_charge=0
C 0.17 1.09 0.17
C 0.11 -0.34 0.46
C -0.84 -1.20 -0.28
N 0.93 -0.74 1.41
S 1.13 -2.34 1.85
H 0.35 1.75 1.15
H -0.73 1.50 -0.30
H 0.96 1.56 -0.40
H -1.83 -0.68 -0.49
H -0.77 -2.27 0.15
H -0.52 -1.21 -1.40
H 1.36 -0.02 2.03

B:
12
Properties=species:S:1:pos:R:3 method="wB97M-V/def2-TZVPD" lumo_energy_ha=0.023 homo_lumo_gap_ev=8.51 total_charge=0
C -1.15 0.20 -0.43
C -1.54 -0.92 -1.27
C 1.98 0.34 1.10
N -1.27 1.29 0.09
S 0.75 -0.87 0.56
H -2.56 -0.86 -1.85
H -1.65 -1.68 -0.54
H -0.81 -1.24 -1.92
H 2.70 0.02 1.77
H 1.50 1.13 1.58
H 2.68 0.78 0.23
H -0.64 1.80 0.68

C:
12
Properties=species:S:1:pos:R:3 method="wB97M-V/def2-TZVPD" smiles="C=NSCC" lumo_energy_ha=0.037 homo_lumo_gap_ev=9.41 total_charge=0
C -2.39 1.09 1.19
N -1.79 0.18 0.54
S -0.45 0.56 -0.52
C 0.67 -0.72 -0.16
C 1.86 -0.52 -1.09
H -3.28 0.76 1.77
H -2.14 2.13 1.41
H 0.31 -1.76 -0.26
H 0.92 -0.51 0.89
H 2.18 0.48 -0.79
H 1.46 -0.47 -2.14
H 2.65 -1.23 -0.85

Which structure is most stable? C, by 0.145 eV over the runner-up.

A:
23
Properties=species:S:1:pos:R:3 method="wB97M-V/def2-TZVPD" lumo_energy_ha="0.040 / 0.034" homo_lumo_gap_ev="7.31 / 9.82" total_charge=0 multiplicity=2
C 0.23 1.98 0.47
C 1.43 1.10 0.22
C 2.06 0.56 1.52
N -0.26 2.57 -0.80
H 0.52 2.80 1.12
H -0.56 1.41 0.98
H 2.22 1.64 -0.30
H 1.17 0.30 -0.48
H 1.33 0.27 2.27
H 2.63 1.38 1.96
H 2.73 -0.28 1.33
H -0.76 3.43 -0.59
H -0.95 1.96 -1.22
C -1.14 -1.64 -1.32
C -1.83 -2.15 -2.34
C -0.53 -1.70 1.07
N -1.22 -2.12 -0.04
H -0.43 -0.83 -1.43
H -2.52 -2.97 -2.21
H -1.70 -1.73 -3.33
H -0.69 -2.24 1.99
H 0.12 -0.84 1.04
H -1.86 -2.89 0.08

B:
23
Properties=species:S:1:pos:R:3 method="wB97M-V/def2-TZVPD" lumo_energy_ha="0.032 / 0.024" homo_lumo_gap_ev="3.64 / 7.49" total_charge=0 multiplicity=2
C 1.39 -1.42 -0.49
C 1.01 -0.50 -1.62
C -0.46 -0.16 -1.57
N -0.53 1.70 1.81
C -0.35 1.36 0.43
C -0.87 0.21 -0.15
C -2.09 -0.50 0.38
N 1.70 -0.63 0.74
H 0.56 -2.07 -0.19
H 2.18 -2.15 -0.70
H 1.57 0.45 -1.64
H 1.47 -0.90 -2.53
H -0.74 0.70 -2.19
H -1.14 -0.97 -1.87
H -0.48 2.70 1.94
H -1.37 1.39 2.24
H 0.23 2.10 -0.12
H -2.84 -0.82 -0.35
H -2.65 0.15 1.08
H -1.89 -1.31 1.05
H 2.67 -0.68 1.04
H 1.14 -0.91 1.54
H 1.51 0.41 0.58

Which structure is most stable? A, by 2.268 eV over the runner-up.

A:
21
Properties=species:S:1:pos:R:3 method="wB97M-V/def2-TZVPD" smiles="C=CC(C=C)=CC.C=O" lumo_energy_ha=0.029 homo_lumo_gap_ev=9.16 total_charge=0
C 1.65 2.24 0.27
C 0.42 1.73 0.14
C 0.23 0.46 -0.46
C 0.24 -0.60 0.54
C -0.03 -1.85 0.05
C 0.18 0.37 -1.82
C 0.09 -0.80 -2.75
H 1.75 3.19 0.65
H 2.61 1.87 0.04
H -0.42 2.41 0.34
H 0.69 -0.53 1.60
H 0.07 -2.73 0.76
H -0.44 -1.89 -0.94
H 0.28 1.37 -2.40
H -0.88 -1.27 -2.81
H 0.40 -0.45 -3.79
H 0.79 -1.64 -2.49
C -1.90 -0.47 3.26
O -2.35 -0.09 2.23
H -1.37 0.19 3.95
H -2.00 -1.53 3.63

B:
21
Properties=species:S:1:pos:R:3 method="wB97M-V/def2-TZVPD" smiles=C[C@H]1C[C@H]2C[C@@H]2[C@]12CO2 lumo_energy_ha=0.037 homo_lumo_gap_ev=9.80 total_charge=0
C 1.81 1.53 -0.33
C 0.65 0.89 0.41
C -0.61 1.63 0.26
C -1.56 0.42 0.47
C -2.46 -0.45 -0.28
C -0.99 -0.48 -0.59
C 0.41 -0.62 0.01
C 0.89 -1.75 0.70
O 1.41 -1.49 -0.63
H 1.54 1.79 -1.36
H 2.74 0.93 -0.42
H 2.10 2.48 0.16
H 1.01 0.90 1.44
H -0.82 2.61 0.92
H -0.67 2.01 -0.76
H -1.30 -0.19 1.36
H -3.03 0.09 -1.04
H -3.06 -1.23 0.23
H -0.77 -0.09 -1.58
H 1.61 -1.70 1.54
H 0.38 -2.67 0.79

Which structure is most stable? A, by 0.927 eV over the runner-up.

A:
14
Properties=species:S:1:pos:R:3 method="wB97M-V/def2-TZVPD" smiles=C1CSCS1.O lumo_energy_ha=0.018 homo_lumo_gap_ev=9.26 total_charge=0
C -0.98 0.23 -2.40
C -0.69 -1.33 -2.26
S 0.37 -1.61 -0.79
C 0.00 0.00 0.00
S -1.40 0.83 -0.77
H -0.04 0.66 -2.79
H -1.78 0.41 -3.15
H -0.25 -1.76 -3.19
H -1.65 -1.85 -2.07
H -0.21 -0.19 1.07
H 0.86 0.70 -0.06
O -6.19 6.16 0.57
H -6.57 5.73 -0.23
H -5.29 5.79 0.64

B:
14
Properties=species:S:1:pos:R:3 method="wB97M-V/def2-TZVPD" smiles="C=CO.CSS" lumo_energy_ha=0.024 homo_lumo_gap_ev=9.41 total_charge=0
C -2.15 -0.76 -1.09
C -1.66 0.15 -0.27
O -1.74 0.09 1.10
H -2.30 -0.51 -2.13
H -2.51 -1.72 -0.72
H -1.17 1.06 -0.59
H -2.26 -0.68 1.33
C 1.63 0.78 1.11
S 1.75 1.06 -0.68
S 2.20 -0.78 -1.42
H 1.60 1.76 1.59
H 0.68 0.27 1.31
H 2.48 0.21 1.47
H 3.46 -0.93 -1.00

Which structure is most stable? A, by 0.716 eV over the runner-up.

A:
27
Properties=species:S:1:pos:R:3 method="wB97M-V/def2-TZVPD" smiles="C[C@H](F)CN(F)C(=O)O.c1ccncc1" lumo_energy_ha=0.027 homo_lumo_gap_ev=10.74 total_charge=0
C 2.86 -0.15 2.46
C 1.86 -0.79 1.51
F 2.41 -1.96 1.00
C 1.37 0.08 0.36
N 2.32 0.18 -0.73
F 1.64 0.30 -1.95
C 3.30 1.18 -0.62
O 3.41 1.94 0.32
O 4.16 1.17 -1.67
H 2.79 0.93 2.48
H 3.87 -0.47 2.22
H 2.66 -0.50 3.47
H 0.98 -1.07 2.08
H 1.03 1.05 0.72
H 0.49 -0.41 -0.05
H 4.29 0.25 -1.93
C -4.65 0.04 -1.37
C -3.82 -0.96 -1.86
C -2.59 -1.15 -1.25
N -2.16 -0.42 -0.22
C -2.96 0.53 0.24
C -4.21 0.80 -0.30
H -5.62 0.22 -1.82
H -4.12 -1.57 -2.69
H -1.91 -1.92 -1.60
H -2.58 1.11 1.08
H -4.82 1.59 0.12

B:
27
Properties=species:S:1:pos:R:3 method="wB97M-V/def2-TZVPD" smiles="C=CCN1C=CN([C@H](C(=O)O)C(F)F)C1" lumo_energy_ha=0.021 homo_lumo_gap_ev=8.30 total_charge=0
C -1.58 2.21 1.96
C -0.56 1.45 1.70
C -0.46 -0.07 1.90
N -0.41 -0.87 0.75
C -1.49 -0.94 -0.16
C -1.02 -0.99 -1.43
N 0.44 -1.11 -1.32
C 1.04 -0.33 -2.35
C 0.70 -0.97 -3.75
O 0.54 -0.26 -4.69
O 0.57 -2.25 -3.79
C 2.64 -0.40 -2.33
F 3.16 -1.61 -2.43
F 3.18 0.36 -3.30
C 0.86 -1.22 0.02
H -1.53 3.31 1.67
H -2.58 1.96 2.41
H 0.39 1.92 1.38
H -1.28 -0.28 2.53
H 0.47 -0.16 2.54
H -2.50 -0.59 0.15
H -1.55 -0.87 -2.27
H 0.95 0.74 -2.50
H 0.77 -2.76 -2.99
H 2.87 -0.07 -1.35
H 1.75 -0.52 0.33
H 1.04 -2.25 0.42

Which structure is most stable? A, by 1.291 eV over the runner-up.

A:
13
Properties=species:S:1:pos:R:3 method="wB97M-V/def2-TZVPD" lumo_energy_ha=-0.032 homo_lumo_gap_ev=8.91 total_charge=0
H -1.53 -2.59 -0.32
N -0.91 -1.73 -0.01
C -0.07 -1.08 -0.77
N -0.03 -0.97 -2.26
C 0.63 0.29 -0.12
O 0.99 1.11 -1.00
C 0.15 0.54 1.36
C 0.00 1.85 1.70
Cl -0.89 2.43 3.16
H 0.78 -0.09 -2.10
H 0.73 -1.90 -2.58
H -0.23 -0.45 1.90
H 0.39 2.60 1.04

B:
13
Properties=species:S:1:pos:R:3 method="wB97M-V/def2-TZVPD" smiles="O=CCCN1N=C1Cl" lumo_energy_ha=0.029 homo_lumo_gap_ev=9.99 total_charge=0
O 0.40 -0.59 1.83
C -0.70 -0.35 1.43
C -1.13 -0.25 0.00
C -0.03 -0.50 -1.03
N 0.86 0.63 -1.27
N 0.72 1.84 -0.28
C 1.69 1.05 -0.24
Cl 3.10 0.63 0.49
H -1.54 -0.17 2.14
H -1.94 -0.97 -0.15
H -1.55 0.75 -0.16
H -0.48 -0.70 -2.01
H 0.58 -1.37 -0.74

C:
13
Properties=species:S:1:pos:R:3 method="wB97M-V/def2-TZVPD" lumo_energy_ha=0.021 homo_lumo_gap_ev=10.31 total_charge=0
C -1.42 -0.33 0.60
C -0.38 -1.09 1.15
C -0.91 0.44 -0.39
C 1.41 0.19 -1.38
N 0.72 -0.88 0.45
N 0.45 0.11 -0.41
O 2.59 -0.41 -0.92
Cl 0.82 -0.38 -2.91
H -2.44 -0.48 0.98
H -0.40 -1.90 1.89
H -1.38 1.13 -1.01
H 1.79 1.71 -1.56
H 2.42 -1.13 -0.26

Which structure is most stable? C, by 0.605 eV over the runner-up.

A:
8
Properties=species:S:1:pos:R:3 method="wB97M-V/def2-TZVPD" lumo_energy_ha=0.015 homo_lumo_gap_ev=9.62 total_charge=0
C -1.07 0.47 -0.59
C 0.22 0.88 -0.01
C -1.40 0.86 0.61
C 0.61 -0.35 0.33
N 0.83 -1.42 0.84
H -1.31 -0.02 -1.53
H 0.83 1.74 0.03
H 1.29 -2.16 0.32

B:
8
Properties=species:S:1:pos:R:3 method="wB97M-V/def2-TZVPD" smiles=C#CCC#N lumo_energy_ha=0.009 homo_lumo_gap_ev=10.55 total_charge=0
C 1.92 -0.69 0.06
C 0.84 0.03 -0.37
C -0.41 0.67 0.04
C -1.51 -0.27 -0.03
N -2.45 -0.84 -0.06
H 2.87 -1.39 0.08
H -0.91 1.31 -0.69
H -0.35 1.18 0.97

Which structure is most stable? B, by 1.445 eV over the runner-up.

A:
11
Properties=species:S:1:pos:R:3 method="wB97M-V/def2-TZVPD" smiles="O=COC=C(O)O" lumo_energy_ha=0.019 homo_lumo_gap_ev=9.39 total_charge=0
O -1.66 -1.56 0.40
C -0.54 -1.79 0.82
O 0.66 -1.35 0.32
C 0.45 -0.31 -0.59
C 0.32 0.97 -0.21
O 0.37 1.30 1.12
O 0.10 1.99 -1.08
H -0.32 -2.45 1.67
H 0.44 -0.67 -1.61
H 0.19 2.26 1.12
H -0.01 1.61 -1.97

B:
11
Properties=species:S:1:pos:R:3 method="wB97M-V/def2-TZVPD" lumo_energy_ha=-0.010 homo_lumo_gap_ev=10.58 total_charge=0
C 1.14 0.34 -0.22
C -0.13 -0.64 -0.04
C -1.54 0.08 -0.19
H 1.98 -1.17 0.44
H 0.10 -0.76 1.35
H -0.14 -1.80 -0.49
H -0.60 1.87 -0.10
O 2.26 -0.34 -0.01
O 0.95 1.52 -0.66
O -1.52 1.45 0.44
O -2.50 -0.57 -0.51

Which structure is most stable? A, by 1.251 eV over the runner-up.